i | Computed, not measured: C19H22F4N2O4STeTi as an isolated structure, with ωB97M-V with the def2-TZVPD basis set.

CARTESIAN COORDINATES (ANGSTROEM)
Te1 -1.811 0.454 3.093
Ti1 0.622 0.116 1.181
S1 0.314 2.235 -0.250
F1 2.673 -0.008 4.545
F2 0.099 -4.417 2.580
F3 1.674 -4.603 4.728
F4 2.126 -0.637 0.488
O1 1.344 1.977 0.878
O2 -0.205 3.571 -0.233
O3 0.889 1.791 -1.504
O4 -0.725 1.195 0.219
N1 -0.277 -1.703 1.365
N2 -0.588 -1.242 -1.426
C1 -2.646 5.296 3.792
C2 0.468 -2.031 2.468
C3 2.174 -2.289 4.684
C4 -3.448 3.081 3.196
C5 0.680 -3.277 3.057
C6 -1.191 -0.293 -2.337
C7 0.257 2.879 4.047
C8 -4.607 2.237 2.737
C9 -0.992 -2.646 0.559
C10 1.512 -3.376 4.161
C11 -1.141 3.386 3.823
C12 1.966 -1.068 4.039
C13 -2.896 6.766 4.014
C14 -3.664 4.444 3.391
C15 1.119 -0.880 2.995
C16 -1.597 -1.902 -0.614
C17 0.277 -2.155 -2.133
C18 -1.391 4.745 4.001
C19 -2.176 2.528 3.417
H1 -0.280 -2.776 -2.865
H2 -1.833 -0.797 -3.086
H3 -0.328 -3.444 0.200
H4 -2.247 -1.117 -0.221
H5 0.252 1.951 4.622
H6 -1.789 0.420 -1.773
H7 -2.215 -2.602 -1.213
H8 -4.656 4.850 3.206
H9 0.858 3.629 4.566
H10 -0.411 0.268 -2.851
H11 -0.568 5.391 4.296
H12 2.819 -2.385 5.545
H13 1.038 -1.588 -2.669
H14 -5.507 2.850 2.637
H15 -3.044 6.997 5.073
H16 -4.384 1.763 1.778
H17 0.748 2.644 3.099
H18 -3.788 7.097 3.478
H19 -2.053 7.366 3.665
H20 -4.807 1.419 3.432
H21 -1.801 -3.137 1.116
H22 0.790 -2.820 -1.440

Calculated values
spin multiplicity = 1
charge = -2

***

ii | Computed, not measured: C19H22F4N2O4STeTi as an isolated structure, with ωB97M-V with the def2-TZVPD basis set.

CARTESIAN COORDINATES (ANGSTROEM)
Te1 -0.818 -2.967 -0.777
Ti1 -0.372 0.061 0.269
S1 -1.899 0.274 -1.973
F1 4.288 -0.168 1.608
F2 -1.084 0.948 1.693
F3 4.182 -1.489 3.945
F4 -0.463 -2.104 3.536
O1 -2.394 -0.754 -2.845
O2 -0.376 0.183 -1.776
O3 -2.273 0.036 -0.508
O4 -2.271 1.619 -2.381
N1 1.648 0.157 0.130
N2 0.408 2.446 0.014
C1 0.693 -1.051 1.763
C2 0.851 -9.099 0.567
C3 0.693 -1.635 2.987
C4 1.116 -6.618 0.939
C5 1.912 -0.513 1.292
C6 -0.441 -7.332 -0.694
C7 2.470 1.202 -0.407
C8 -0.590 3.366 -0.517
C9 -1.822 -5.765 -2.036
C10 1.849 -1.825 3.759
C11 1.569 -4.237 1.442
C12 0.501 -7.664 0.269
C13 0.856 2.899 1.326
C14 3.082 -0.659 2.031
C15 1.528 2.294 -0.915
C16 -0.171 -4.949 -0.276
C17 0.808 -5.284 0.680
C18 3.023 -1.328 3.247
C19 -0.783 -6.012 -0.976
H1 -0.936 -8.128 -1.247
H2 1.873 -6.836 1.690
H3 1.910 -9.302 0.385
H4 1.833 -2.357 4.700
H5 1.106 2.003 -1.875
H6 1.290 -4.235 2.498
H7 0.270 -9.780 -0.059
H8 -2.177 -6.712 -2.452
H9 -0.010 3.040 1.968
H10 3.103 0.864 -1.238
H11 -2.668 -5.205 -1.632
H12 2.068 3.249 -1.033
H13 -1.421 -5.144 -2.840
H14 3.146 1.608 0.355
H15 1.368 -3.244 1.046
H16 2.646 -4.419 1.385
H17 -0.982 2.990 -1.458
H18 1.411 3.848 1.239
H19 1.496 2.153 1.794
H20 0.649 -9.354 1.612
H21 -0.160 4.373 -0.657
H22 -1.419 3.431 0.189

Calculated values
spin multiplicity = 1
charge = -2

***

Last place for stability: i

***

i | Computed, not measured: one molecule with the formula C4H12N2O2, with ωB97M-V with the def2-TZVPD basis set.

CARTESIAN COORDINATES (ANGSTROEM)
O1 0.761 1.586 0.664
O2 1.582 -2.010 -0.147
N1 0.607 2.096 -0.706
N2 -1.549 -0.030 -0.250
C1 1.489 0.286 0.568
C2 -0.638 -1.072 0.022
C3 0.854 -0.780 -0.338
C4 -2.858 -0.174 0.239
H1 2.496 0.410 0.199
H2 1.468 -0.049 1.627
H3 -3.493 -0.856 -0.266
H4 0.847 -0.594 -1.411
H5 -0.749 -1.152 1.131
H6 -2.668 -0.529 1.291
H7 -0.955 -1.976 -0.473
H8 2.537 -1.818 -0.244
H9 0.512 3.067 -0.467
H10 -3.359 0.804 0.326
H11 -1.522 0.178 -1.187
H12 -0.352 1.894 -0.916

Calculated values
spin multiplicity = 1
SMILES = CNC[C@H](O)CON

***

ii | Computed, not measured: a 2-piece molecular cluster, C4H12N2O2 overall, with ωB97M-V with the def2-TZVPD basis set.

CARTESIAN COORDINATES (ANGSTROEM)
O1 -1.527 0.388 -0.760
O2 1.971 -0.889 -0.711
N1 -0.626 -1.118 -2.284
N2 -2.275 -0.063 1.437
C1 1.500 1.192 0.566
C2 -1.218 -0.839 -1.053
C3 1.684 -0.374 0.569
C4 -1.824 0.865 0.446
H1 2.737 -0.422 -1.063
H2 -1.347 -1.648 -0.355
H3 0.768 1.518 -0.169
H4 -1.500 -0.605 1.814
H5 0.795 -0.903 0.914
H6 -0.514 -0.270 -2.828
H7 2.460 1.614 0.259
H8 -2.747 0.413 2.187
H9 2.503 -0.612 1.264
H10 1.266 1.545 1.566
H11 0.274 -1.582 -2.182
H12 -2.379 1.790 0.384

Calculated values
spin multiplicity = 1

***

iii | Computed, not measured: C4H12N2O2 as an isolated structure, with ωB97M-V with the def2-TZVPD basis set.

CARTESIAN COORDINATES (ANGSTROEM)
O1 1.522 1.230 -0.823
O2 -0.760 -1.534 -1.027
N1 -1.167 1.348 -1.220
N2 -0.815 2.564 0.729
C1 -0.918 1.313 0.132
C2 1.854 0.070 1.227
C3 1.000 0.607 0.099
C4 -0.746 -2.886 -0.624
H1 -0.617 2.546 1.718
H2 2.579 -0.658 0.861
H3 -1.518 0.600 0.695
H4 -0.311 1.671 -1.703
H5 1.241 -0.476 1.948
H6 0.137 -1.135 -0.876
H7 -1.748 -3.282 -0.786
H8 -0.030 -3.475 -1.207
H9 -1.408 0.422 -1.563
H10 -0.202 3.200 0.234
H11 -0.483 -2.995 0.435
H12 2.390 0.868 1.750

Calculated values
spin multiplicity = 1

***

iv | Computed, not measured: one molecule with the formula C4H12N2O2, with ωB97M-V with the def2-TZVPD basis set.

CARTESIAN COORDINATES (ANGSTROEM)
O1 3.194 0.824 -0.316
O2 -0.283 0.298 1.544
N1 -2.062 -1.826 0.915
N2 -0.868 -1.571 0.201
C1 -1.333 0.864 -0.497
C2 1.811 1.103 -0.290
C3 0.962 -0.233 -0.472
C4 -0.390 -0.108 0.211
H1 -1.475 0.567 -1.534
H2 3.414 0.426 -1.166
H3 -2.296 0.879 0.010
H4 -0.913 1.864 -0.468
H5 1.533 1.826 -1.068
H6 1.646 1.581 0.678
H7 -1.861 -1.703 1.904
H8 0.840 -0.448 -1.534
H9 -1.018 -1.871 -0.758
H10 0.376 -0.263 1.978
H11 1.528 -1.041 -0.005
H12 -2.807 -1.169 0.666

Calculated values
spin multiplicity = 1
SMILES = C[C@](O)(CCO)NN

***

Last place for stability: ii

***

i | Computed, not measured: a 2-piece molecular cluster, C4H12N2O2 overall, with ωB97M-V with the def2-TZVPD basis set.

CARTESIAN COORDINATES (ANGSTROEM)
O1 4.470 -1.325 4.499
O2 -0.199 -1.789 0.343
N1 -2.200 -0.841 -0.001
N2 0.367 0.188 -1.684
C1 -0.853 -0.797 0.072
C2 1.315 1.104 -2.287
C3 -3.215 0.240 -0.102
C4 -0.118 0.494 -0.327
H1 -3.662 0.478 0.860
H2 -0.757 1.351 -0.440
H3 0.815 1.995 -2.665
H4 -2.617 -1.654 0.419
H5 0.725 0.730 0.328
H6 2.035 1.479 -1.529
H7 0.828 -0.700 -1.590
H8 3.599 -1.602 4.816
H9 4.381 -0.866 3.672
H10 -2.763 1.074 -0.596
H11 -4.023 -0.178 -0.705
H12 1.871 0.620 -3.082

Calculated values
spin multiplicity = 1
SMILES = CNCC(=O)NC.O

***

ii | Computed, not measured: a 2-piece molecular cluster, C4H12N2O2 overall, with ωB97M-V with the def2-TZVPD basis set.

CARTESIAN COORDINATES (ANGSTROEM)
O1 -3.103 0.925 2.417
O2 -1.424 0.325 -0.050
N1 -1.240 -0.753 -2.022
N2 2.476 0.191 1.453
C1 1.896 -0.892 0.656
C2 1.722 -0.583 -0.871
C3 0.713 0.498 -1.141
C4 -0.724 0.023 -0.998
H1 0.798 1.368 -0.488
H2 -2.184 -0.559 -2.284
H3 0.890 -1.219 0.940
H4 1.781 0.495 2.113
H5 -0.612 -1.171 -2.699
H6 0.858 0.844 -2.168
H7 2.705 -0.409 -1.309
H8 -2.671 1.537 3.020
H9 1.339 -1.541 -1.236
H10 -2.544 0.972 1.640
H11 2.605 0.976 0.807
H12 2.500 -1.802 0.692

Calculated values
spin multiplicity = 1
SMILES = NCCCC(N)=O.O

***

iii | Computed, not measured: a 2-piece molecular cluster, C4H12N2O2 overall, with ωB97M-V with the def2-TZVPD basis set.

CARTESIAN COORDINATES (ANGSTROEM)
O1 0.039 -2.561 0.294
O2 -2.128 -0.666 1.547
N1 0.319 -0.545 -0.627
N2 0.184 1.191 1.579
C1 0.664 -1.546 0.171
C2 1.153 0.668 -0.651
C3 0.394 1.785 0.253
C4 -0.522 -0.751 -1.901
H1 -0.664 0.659 1.603
H2 1.632 -1.314 0.719
H3 1.399 0.888 -1.642
H4 2.180 0.579 -0.305
H5 -0.936 0.127 -2.286
H6 0.180 1.934 2.241
H7 -1.773 -1.440 0.988
H8 -0.366 2.187 -0.251
H9 -1.309 -1.657 -1.838
H10 0.110 -1.201 -2.787
H11 1.186 2.592 0.422
H12 -1.740 -0.931 2.473

Calculated values
spin multiplicity = 1
SMILES = CN(C=O)CCN.O

***

Last place for stability: iii

***

i | Computed, not measured: a 2-piece molecular cluster, C4H12N2O2 overall, with ωB97M-V with the def2-TZVPD basis set.

CARTESIAN COORDINATES (ANGSTROEM)
O1 -2.337 -1.006 1.098
O2 1.557 -1.040 0.283
N1 0.306 0.121 -1.205
N2 -0.052 0.678 2.036
C1 0.912 1.103 1.008
C2 0.956 -0.026 -0.016
C3 -0.657 1.149 -1.493
C4 0.217 -1.059 -2.032
H1 -0.326 1.851 -2.257
H2 -0.046 -0.842 -3.070
H3 0.725 2.108 0.649
H4 -1.637 0.759 -1.773
H5 0.353 0.099 2.755
H6 -0.839 1.834 -0.670
H7 -1.672 -0.492 0.618
H8 1.912 1.086 1.429
H9 -0.476 1.493 2.457
H10 1.163 -1.575 -2.094
H11 -1.940 -1.114 1.963
H12 -0.491 -1.796 -1.642

Calculated values
spin multiplicity = 1
SMILES = CN(C)C(=O)CN.O

***

ii | Computed, not measured: one molecule with the formula C4H12N2O2, with ωB97M-V with the def2-TZVPD basis set.

CARTESIAN COORDINATES (ANGSTROEM)
O1 -0.060 -0.399 -2.575
O2 0.894 -1.865 -1.189
N1 -1.382 -0.751 -0.016
N2 0.688 -0.470 -1.327
C1 -0.170 0.000 -0.197
C2 0.082 0.418 2.306
C3 0.728 -0.143 1.045
C4 -0.508 1.459 -0.494
H1 -1.160 1.833 0.289
H2 0.936 -1.204 1.188
H3 0.573 -0.111 -3.246
H4 -1.020 1.532 -1.450
H5 -1.964 -0.674 -0.844
H6 0.680 0.148 3.174
H7 0.398 2.058 -0.526
H8 -1.165 -1.732 0.125
H9 0.022 1.503 2.268
H10 1.675 0.362 0.848
H11 -0.917 0.008 2.419
H12 1.669 -1.971 -1.797

Calculated values
spin multiplicity = 1
SMILES = CC[C@](C)(N)N(O)O

***

Last place for stability: ii